No. 1
The following is a DFT calculation (ωB97M-V/def2-TZVPD) of a structure of composition C54H48IN4O3P2RbS2 in a non-equilibrium geometry.

Cartesian coordinates (Å):
Rb: 0.71 1.76 -0.68
C: -0.98 4.69 3.27
C: -0.13 3.61 3.75
N: -0.35 3.08 4.94
C: 0.48 2.16 5.42
C: 1.61 1.70 4.72
C: 2.51 0.74 5.44
O: 3.91 0.98 5.24
C: 1.83 2.14 3.40
C: 2.82 1.48 2.62
N: 3.24 1.73 1.37
C: 4.12 2.69 1.02
C: 4.68 3.65 1.96
C: 5.19 4.87 1.54
C: 5.38 5.14 0.18
C: 5.07 4.13 -0.72
C: 4.41 2.93 -0.36
I: 4.03 1.60 -1.92
C: 0.97 3.23 2.84
O: 1.05 3.76 1.70
H: -1.30 5.32 4.10
H: -1.87 4.35 2.76
H: -0.42 5.25 2.53
H: 0.28 1.80 6.43
H: 2.30 -0.24 5.02
H: 2.24 0.70 6.52
H: 4.29 1.61 5.90
H: 3.32 0.64 3.15
H: 4.58 3.37 2.99
H: 5.45 5.69 2.24
H: 5.81 6.09 -0.18
H: 5.28 4.32 -1.76
O: -1.91 0.38 -0.82
S: -1.87 -0.95 -0.04
C: -2.74 -0.52 1.52
C: -3.79 0.39 1.45
C: -4.13 1.19 2.51
C: -3.41 1.04 3.71
C: -2.43 0.11 3.80
C: -2.18 -0.80 2.78
P: -1.17 -2.24 3.30
C: 0.16 -2.52 2.10
C: 0.61 -3.85 1.95
C: 1.82 -4.09 1.30
C: 2.58 -3.04 0.81
C: 2.11 -1.73 0.95
C: 0.94 -1.44 1.67
C: -2.30 -3.60 3.08
C: -2.42 -4.33 1.89
C: -3.37 -5.32 1.78
C: -4.19 -5.60 2.88
C: -4.09 -4.88 4.06
C: -3.12 -3.91 4.17
C: -3.07 -2.01 -0.94
C: -4.38 -2.23 -0.51
C: -5.15 -3.18 -1.17
C: -4.66 -3.83 -2.30
C: -3.35 -3.61 -2.72
C: -2.52 -2.78 -1.99
P: -0.79 -2.54 -2.53
C: -0.98 -1.54 -4.03
C: 0.22 -0.95 -4.45
C: 0.16 -0.01 -5.48
C: -1.06 0.38 -6.06
C: -2.22 -0.25 -5.65
C: -2.20 -1.20 -4.64
C: -0.30 -4.22 -3.12
C: -0.05 -5.24 -2.19
C: 0.28 -6.51 -2.64
C: 0.51 -6.76 -4.00
C: 0.27 -5.71 -4.90
C: -0.10 -4.42 -4.49
H: -4.18 0.61 0.45
H: -4.89 1.95 2.42
H: -3.62 1.63 4.57
H: -1.80 0.04 4.69
H: 0.05 -4.68 2.38
H: 2.21 -5.11 1.18
H: 3.52 -3.21 0.32
H: 2.67 -0.95 0.48
H: 0.62 -0.41 1.91
H: -1.74 -4.06 1.06
H: -3.51 -5.86 0.86
H: -4.93 -6.38 2.81
H: -4.80 -5.11 4.87
H: -2.97 -3.34 5.11
H: -4.74 -1.65 0.33
H: -6.17 -3.41 -0.85
H: -5.30 -4.51 -2.81
H: -2.96 -4.06 -3.65
H: 1.20 -1.28 -4.04
H: 1.07 0.38 -5.90
H: -1.06 1.15 -6.82
H: -3.17 0.02 -6.09
H: -3.14 -1.60 -4.25
H: -0.10 -5.05 -1.11
H: 0.45 -7.31 -1.92
H: 0.78 -7.74 -4.37
H: 0.43 -5.89 -5.95
H: -0.16 -3.62 -5.26
C: 2.60 5.07 -4.94
N: 2.19 5.45 -3.58
C: 2.75 6.59 -2.87
C: 1.85 6.76 -1.67
N: 0.99 5.60 -1.80
C: 1.09 4.92 -2.96
S: 0.10 3.64 -3.50
H: 3.68 4.83 -4.96
H: 2.41 5.88 -5.62
H: 2.02 4.16 -5.22
H: 2.69 7.47 -3.54
H: 3.84 6.43 -2.69
H: 1.25 7.70 -1.73
H: 2.32 6.80 -0.69
H: 0.25 5.43 -1.14

Output
Strongest force on any atom (eV Å⁻¹): 2.4
E_HOMO (spin up / spin down) (Ha): -0.238 / -0.238
LUMO (spin up / spin down) (eV): -0.110 / -0.110
HOMO-LUMO gap (spin up / spin down) (eV): 6.36 / 6.36

Atomic partial charges in e from the Mulliken method, atoms 1 to 99: number 1, Rb, carries 0.67; number 2, C, carries -1.32; number 3, C, carries 0.64; number 4, N, carries -0.58; number 5, C, carries -1.35; number 6, C, carries 1.59; number 7, C, carries -0.92; number 8, O, carries -0.53; number 9, C, carries 1.81; number 10, C, carries -1.87; number 11, N, carries 0.12; number 12, C, carries 0.93; number 13, C, carries -0.77; number 14, C, carries -0.46; number 15, C, carries -0.80; number 16, C, carries -0.33; number 17, C, carries -0.54; number 18, I, carries 0.07; number 19, C, carries 0.12; number 20, O, carries -0.75; number 21, H, carries 0.41; number 22, H, carries 0.17; number 23, H, carries 0.31; number 24, H, carries 0.31; number 25, H, carries 0.20; number 26, H, carries 0.45; number 27, H, carries 0.33; number 28, H, carries 0.34; number 29, H, carries 0.47; number 30, H, carries 0.37; number 31, H, carries 0.36; number 32, H, carries 0.41; number 33, O, carries -0.77; number 34, S, carries 1.31; number 35, C, carries 0.06; number 36, C, carries -0.16; number 37, C, carries -0.90; number 38, C, carries -0.65; number 39, C, carries -0.62; number 40, C, carries 0.44; number 41, P, carries -0.41; number 42, C, carries 0.63; number 43, C, carries -0.63; number 44, C, carries -0.66; number 45, C, carries -0.83; number 46, C, carries -0.70; number 47, C, carries -0.48; number 48, C, carries 0.47; number 49, C, carries 0.65; number 50, C, carries -0.94; number 51, C, carries -0.58; number 52, C, carries -0.62; number 53, C, carries -0.64; number 54, C, carries 0.51; number 55, C, carries -0.28; number 56, C, carries -0.94; number 57, C, carries -1.03; number 58, C, carries -0.26; number 59, C, carries -0.22; number 60, P, carries 0.74; number 61, C, carries 0.49; number 62, C, carries -0.50; number 63, C, carries -0.71; number 64, C, carries -0.53; number 65, C, carries -0.66; number 66, C, carries -0.28; number 67, C, carries 0.25; number 68, C, carries -0.13; number 69, C, carries -0.51; number 70, C, carries -0.68; number 71, C, carries -0.48; number 72, C, carries -0.36; number 73, H, carries 0.50; number 74, H, carries 0.44; number 75, H, carries 0.47; number 76, H, carries 0.42; number 77, H, carries 0.62; number 78, H, carries 0.41; number 79, H, carries 0.49; number 80, H, carries 0.55; number 81, H, carries 0.64; number 82, H, carries 0.05; number 83, H, carries 0.51; number 84, H, carries 0.39; number 85, H, carries 0.38; number 86, H, carries 0.36; number 87, H, carries 0.41; number 88, H, carries 0.40; number 89, H, carries 0.48; number 90, H, carries 0.49; number 91, H, carries 0.45; number 92, H, carries 0.41; number 93, H, carries 0.44; number 94, H, carries 0.40; number 95, H, carries 0.31; number 96, H, carries 0.26; number 97, H, carries 0.38; number 98, H, carries 0.39; number 99, H, carries 0.40

=====

No. 2
The following is a DFT calculation (ωB97M-V/def2-TZVPD) of a structure of composition C54H48IOPSn.

Cartesian coordinates (Å):
Sn: 1.49 -0.04 -1.02
C: 0.82 -3.86 -3.94
C: 1.40 -3.82 -2.55
C: 2.75 -3.57 -2.35
C: 3.28 -3.50 -1.07
C: 4.74 -3.17 -0.87
C: 2.44 -3.70 0.02
C: 1.08 -3.96 -0.15
C: 0.16 -4.10 1.03
C: 0.57 -4.00 -1.45
H: 0.00 -3.15 -4.02
H: 0.43 -4.86 -4.17
H: 1.57 -3.61 -4.69
H: 3.39 -3.38 -3.20
H: 4.97 -2.19 -1.29
H: 5.38 -3.90 -1.37
H: 5.00 -3.16 0.19
H: 2.84 -3.62 1.03
H: -0.49 -3.23 1.11
H: 0.73 -4.20 1.96
H: -0.48 -4.98 0.92
H: -0.49 -4.15 -1.59
I: 0.82 0.08 -4.38
C: 2.63 1.13 -4.54
C: 2.86 1.71 -5.76
C: 4.10 2.31 -6.05
C: 5.09 2.27 -5.11
C: 4.88 1.67 -3.85
C: 5.95 1.60 -2.93
C: 5.77 1.02 -1.71
C: 4.49 0.57 -1.34
C: 3.38 0.63 -2.16
C: 3.60 1.13 -3.49
H: 2.10 1.68 -6.52
H: 4.27 2.77 -7.01
H: 6.07 2.69 -5.32
H: 6.91 2.01 -3.22
H: 6.59 0.95 -1.01
H: 4.37 0.19 -0.33
O: -1.72 -1.65 -2.89
C: -2.53 -1.91 -2.07
C: -3.43 -2.31 -1.20
C: -4.33 -3.43 -1.60
C: -5.58 -3.47 -1.09
C: -6.03 -2.54 -0.09
C: -5.06 -1.78 0.54
C: -3.73 -1.71 0.13
P: -2.41 -1.06 1.13
C: -3.11 -1.17 2.83
C: -3.70 -0.11 3.52
C: -4.18 -0.27 4.81
C: -4.08 -1.50 5.45
C: -3.50 -2.57 4.77
C: -3.01 -2.40 3.49
C: -2.38 0.77 0.88
C: -3.02 1.28 -0.17
C: -3.01 2.71 -0.65
C: -1.27 3.89 0.84
C: -1.09 2.77 1.82
C: -1.51 1.50 1.81
H: -3.97 -4.19 -2.29
H: -6.24 -4.27 -1.40
H: -7.03 -2.61 0.31
H: -5.33 -1.26 1.46
H: -3.79 0.85 3.03
H: -4.64 0.57 5.32
H: -4.46 -1.63 6.45
H: -3.41 -3.54 5.26
H: -2.55 -3.23 2.96
H: -3.64 0.60 -0.75
H: -3.27 2.67 -1.71
H: -2.10 4.53 1.20
H: -0.44 3.03 2.66
H: -1.15 0.90 2.65
C: -4.14 3.46 0.07
C: -1.64 3.44 -0.60
C: -1.73 4.67 -1.52
C: 0.00 4.75 0.86
C: -0.58 2.55 -1.09
C: 0.32 1.79 -1.36
H: -4.21 4.51 -0.25
H: -4.00 3.43 1.15
H: -5.10 2.98 -0.15
H: -2.38 5.44 -1.09
H: -2.13 4.38 -2.49
H: -0.75 5.10 -1.69
H: -0.15 5.70 0.34
H: 0.82 4.21 0.40
H: 0.28 4.98 1.89
C: 0.81 -0.50 4.68
C: 0.66 -1.27 3.50
C: 1.13 -0.80 2.31
C: 1.77 0.46 2.19
C: 2.18 0.98 0.92
C: 2.79 2.21 0.93
C: 3.00 2.96 2.11
C: 2.57 2.48 3.32
C: 1.94 1.22 3.39
C: 1.44 0.71 4.62
H: 0.41 -0.86 5.62
H: 0.14 -2.22 3.55
H: 0.97 -1.39 1.41
H: 3.11 2.65 -0.01
H: 3.48 3.93 2.05
H: 2.70 3.06 4.23
H: 1.56 1.31 5.51

Output
Strongest force on any atom (eV Å⁻¹): 0.1
E_HOMO (Ha): -0.005
LUMO (eV): 3.992
Total charge: -2
HOMO-LUMO gap (eV): 4.13

Atomic partial charges in e from the Mulliken method, atoms 1 to 99: number 1, Sn, carries 1.45; number 2, C, carries -1.55; number 3, C, carries 0.94; number 4, C, carries -0.46; number 5, C, carries 0.79; number 6, C, carries -1.55; number 7, C, carries -0.58; number 8, C, carries 0.44; number 9, C, carries -1.30; number 10, C, carries -0.11; number 11, H, carries 0.17; number 12, H, carries 0.41; number 13, H, carries 0.31; number 14, H, carries 0.20; number 15, H, carries 0.18; number 16, H, carries 0.42; number 17, H, carries 0.33; number 18, H, carries 0.13; number 19, H, carries -0.26; number 20, H, carries 0.38; number 21, H, carries 0.59; number 22, H, carries 0.49; number 23, I, carries 0.05; number 24, C, carries 0.02; number 25, C, carries -0.61; number 26, C, carries -0.62; number 27, C, carries -0.90; number 28, C, carries 1.31; number 29, C, carries -0.93; number 30, C, carries -1.13; number 31, C, carries -0.61; number 32, C, carries -0.17; number 33, C, carries 0.48; number 34, H, carries 0.36; number 35, H, carries 0.36; number 36, H, carries 0.31; number 37, H, carries 0.27; number 38, H, carries 0.41; number 39, H, carries 0.76; number 40, O, carries -0.56; number 41, C, carries 0.34; number 42, C, carries 0.25; number 43, C, carries -1.38; number 44, C, carries 0.06; number 45, C, carries -1.37; number 46, C, carries 0.15; number 47, C, carries -0.19; number 48, P, carries 1.94; number 49, C, carries 0.13; number 50, C, carries 0.05; number 51, C, carries -0.64; number 52, C, carries -0.59; number 53, C, carries -0.56; number 54, C, carries -0.56; number 55, C, carries 0.11; number 56, C, carries -1.24; number 57, C, carries -0.17; number 58, C, carries 0.93; number 59, C, carries -1.76; number 60, C, carries 0.13; number 61, H, carries 0.30; number 62, H, carries 0.36; number 63, H, carries 0.32; number 64, H, carries 0.34; number 65, H, carries 0.33; number 66, H, carries 0.41; number 67, H, carries 0.33; number 68, H, carries 0.39; number 69, H, carries 0.34; number 70, H, carries 0.55; number 71, H, carries 0.68; number 72, H, carries 0.50; number 73, H, carries 0.26; number 74, H, carries 0.42; number 75, C, carries -1.81; number 76, C, carries 2.26; number 77, C, carries -2.41; number 78, C, carries -1.86; number 79, C, carries -0.40; number 80, C, carries -1.77; number 81, H, carries 0.42; number 82, H, carries 0.26; number 83, H, carries 0.49; number 84, H, carries 0.38; number 85, H, carries 0.47; number 86, H, carries 0.45; number 87, H, carries 0.44; number 88, H, carries 0.18; number 89, H, carries 0.56; number 90, C, carries -0.81; number 91, C, carries -0.12; number 92, C, carries 0.62; number 93, C, carries -0.15; number 94, C, carries -0.58; number 95, C, carries -0.01; number 96, C, carries -0.98; number 97, C, carries -0.99; number 98, C, carries 1.41; number 99, C, carries -0.86

=====

> Which of these has the highest strongest force on any atom?

C54H48IN4O3P2RbS2

=====

> What is the formula in the first record?

C54H48IN4O3P2RbS2